1.
DFT (wB97M-V/def2-TZVPD) results for a cluster of 2 separate species, H4O2 in total at a distorted geometry.

The total charge is 0. The frontier orbital gap is 11.95 eV. The calculation puts the HOMO energy at -0.409 Eh. Its SMILES is O.O. For the energy relative to the best compared isomer or geometry (same formula, charge and spin), the calculation gives 5.34 kcal/mol.

Positions of all 6 atoms, in Å:
O 1.4224 -0.0661 -0.0777
H 1.2128 0.8300 -0.3422
H 2.0714 -0.1900 0.6382
O -1.5377 0.0913 0.0345
H -1.5952 -0.7447 -0.5309
H -0.7663 -0.0972 0.5802


2.
DFT (wB97M-V/def2-TZVPD) results for a cluster of 2 separate species, H4O2 in total.

The total charge is 0. The frontier orbital gap is 11.51 eV. The calculation puts the HOMO energy at -0.400 Eh. Its SMILES is O.O. For the energy relative to the best compared isomer or geometry (same formula, charge and spin), the calculation gives 0.81 kcal/mol.

Positions of all 6 atoms, in Å:
O 0.2518 -0.6637 -1.6738
H -0.5982 -1.1093 -1.7188
H 0.1852 -0.0877 -0.8997
O 0.0258 0.4671 1.0742
H -0.6804 0.8553 1.5993
H 0.8158 0.5383 1.6188


3.
DFT (wB97M-V/def2-TZVPD) results for a cluster of 2 separate species, H4O2 in total at a distorted geometry.

The total charge is 0. The frontier orbital gap is 11.08 eV. The calculation puts the HOMO energy at -0.388 Eh. Its SMILES is O.O. For the energy relative to the best compared isomer or geometry (same formula, charge and spin), the calculation gives 14.90 kcal/mol.

Positions of all 6 atoms, in Å:
O -1.4962 0.0472 -0.1757
H -0.6296 -0.2059 0.2964
H -2.2947 -0.1299 0.2685
O 1.0317 -0.0272 -0.0529
H 1.5624 0.9022 -0.0387
H 1.8264 -0.5864 -0.2976


4.
DFT (wB97M-V/def2-TZVPD) results for a cluster of 2 separate species, H4O2 in total at a distorted geometry.

The total charge is 0. The frontier orbital gap is 11.31 eV. The calculation puts the HOMO energy at -0.395 Eh. Its SMILES is O.O. For the energy relative to the best compared isomer or geometry (same formula, charge and spin), the calculation gives 5.43 kcal/mol.

Positions of all 6 atoms, in Å:
O 1.4302 -0.5550 -0.5468
H 0.8210 0.1529 -0.1105
H 0.7970 -1.0001 -1.0970
O -0.9188 0.4733 0.1963
H -1.0613 -0.3031 0.7517
H -1.0682 1.2321 0.8063


5.
DFT (wB97M-V/def2-TZVPD) results for a cluster of 2 separate species, H4O2 in total.

The total charge is 0. The frontier orbital gap is 11.59 eV. The calculation puts the HOMO energy at -0.403 Eh. Its SMILES is O.O. For the energy relative to the best compared isomer or geometry (same formula, charge and spin), the calculation gives 0.92 kcal/mol.

Positions of all 6 atoms, in Å:
O 0.7938 0.8243 0.5427
H 0.8102 0.6537 1.4898
H 1.5265 0.3120 0.1869
O -1.4196 -0.6604 -0.6530
H -0.9256 -1.0241 -1.3914
H -0.7853 -0.1055 -0.1750


6.
DFT (wB97M-V/def2-TZVPD) results for a cluster of 2 separate species, H4O2 in total at a distorted geometry.

The total charge is 0. The frontier orbital gap is 12.31 eV. The calculation puts the HOMO energy at -0.425 Eh. Its SMILES is O.O. For the energy relative to the best compared isomer or geometry (same formula, charge and spin), the calculation gives 6.89 kcal/mol.

Positions of all 6 atoms, in Å:
O 2.7973 -0.1873 0.0147
H 2.9743 0.7383 -0.0803
H 2.4388 -0.1461 0.9218
O -2.9438 -0.3612 -0.1052
H -2.4949 -0.5935 -0.9210
H -2.7716 0.5499 0.1700


7.
DFT (wB97M-V/def2-TZVPD) results for the ion H4O4P3 with charge -1 at a distorted geometry.

The total charge is -1. The frontier orbital gap is 9.01 eV. The calculation puts the HOMO energy at -0.182 Eh. Its SMILES is O=[PH2][P@](=O)([O-])OP. For the energy relative to the best compared isomer or geometry (same formula, charge and spin), the calculation gives 40.69 kcal/mol.

Positions of all 11 atoms, in Å:
O 0.7457 1.0976 0.8041
P 0.4151 1.3814 -0.6150
P -0.5782 -0.5068 -1.0163
O 0.6140 -1.3621 -1.2367
O -1.6587 -0.5160 -2.0268
O -1.2076 -0.6446 0.5777
P -0.5710 -1.3662 1.8789
H -0.1755 2.6654 -0.6146
H 1.4925 1.4177 -1.3861
H 0.2891 -0.3863 2.5672
H 0.6347 -1.7802 1.0677


8.
DFT (wB97M-V/def2-TZVPD) results for the ion H4O4P3 with charge -1 at a distorted geometry.

The total charge is -1. The frontier orbital gap is 9.73 eV. The calculation puts the HOMO energy at -0.203 Eh. Its SMILES is O=P([O-])(OP)OP. For the energy relative to the best compared isomer or geometry (same formula, charge and spin), the calculation gives 0.00 kcal/mol.

Positions of all 11 atoms, in Å:
O 0.4189 -1.9278 -0.6244
P -0.1854 -0.8127 0.1137
O -0.5400 -0.8313 1.5409
O -1.4923 -0.2556 -0.7727
P -2.4581 0.9443 -0.2774
O 0.7506 0.5963 -0.1598
P 2.3377 0.5372 -0.3882
H -2.4656 0.6619 1.0992
H -1.4938 1.9474 -0.0518
H 2.4116 -0.6056 -1.2016
H 2.7164 -0.2541 0.7222


9.
DFT (wB97M-V/def2-TZVPD) results for an isolated molecule of H4OP2S2 at a distorted geometry.

The total charge is 0. The frontier orbital gap is 8.36 eV. The calculation puts the HOMO energy at -0.318 Eh. Its SMILES is O[P@@](P)(=S)S. For the energy relative to the best compared isomer or geometry (same formula, charge and spin), the calculation gives 30.96 kcal/mol.

Positions of all 9 atoms, in Å:
O -0.1471 1.7034 -1.0211
P -0.1140 0.4977 0.0667
P 0.3470 -1.0428 -1.3719
S 0.9727 1.0573 1.9349
S -2.1200 0.2257 0.6174
H 0.3360 2.3879 -0.7020
H 0.3245 -1.9902 -0.4403
H 1.6110 -0.8878 -0.9021
H -1.7870 -0.1552 1.8789


10.
DFT (wB97M-V/def2-TZVPD) results for a cluster of 2 separate species, H4OS2 in total at a distorted geometry.

The total charge is 0. The frontier orbital gap is 9.41 eV. The calculation puts the HOMO energy at -0.333 Eh. Its SMILES is SS.O. For the energy relative to the best compared isomer or geometry (same formula, charge and spin), the calculation gives 5.99 kcal/mol.

Positions of all 7 atoms, in Å:
S -1.3135 0.3758 2.1576
S -1.8233 0.9475 0.2077
H -0.0008 0.2703 2.1460
H -1.5019 -0.1192 -0.5025
O 1.3789 -0.3120 -1.0397
H 2.2977 -0.2091 -1.3781
H 0.9629 -0.9532 -1.5909


11.
DFT (wB97M-V/def2-TZVPD) results for a cluster of 2 separate species, H4OS2 in total at a distorted geometry.

The total charge is 0. The frontier orbital gap is 8.79 eV. The calculation puts the HOMO energy at -0.317 Eh. Its SMILES is SS.O. For the energy relative to the best compared isomer or geometry (same formula, charge and spin), the calculation gives 18.64 kcal/mol.

Positions of all 7 atoms, in Å:
S 0.3112 1.1452 0.1231
S 1.4604 -0.1173 1.2358
H 0.0192 2.3107 0.7311
H 1.9450 0.4707 2.3176
O -3.0887 -1.9350 -2.5279
H -2.8676 -2.8961 -2.4774
H -2.2947 -1.5183 -2.1679


12.
DFT (wB97M-V/def2-TZVPD) results for a cluster of 2 separate species, H4S4 in total at a distorted geometry.

The total charge is +1. The frontier orbital gap (alpha / beta) is 7.95 / 4.19 eV. The calculation puts the HOMO energy (alpha / beta) at -0.496 / -0.489 Eh. For the energy relative to the best compared isomer or geometry (same formula, charge and spin), the calculation gives 9.11 kcal/mol. Its spin multiplicity is 2.

Positions of all 8 atoms, in Å:
S 1.8330 -1.0970 -0.5547
S -0.0132 -1.9907 -0.6594
H 1.5380 0.1367 -1.0580
H 0.1883 -2.5339 -1.8541
S -0.3400 1.1020 2.0906
S -2.0675 1.2349 0.9527
H 0.2862 2.0104 1.3168
H -1.4248 1.1378 -0.2340